The following is a quantum chemistry calculation of a cluster of 2 separate species, CH3Cl2F in total, from the Open Molecules 2025 dataset.

Values from the calculation:
Max |F|, eV/Å: 2.296
Multiplicity: 1
Electronic energy, hartree: -1060.1247
Lowest unoccupied orbital energy, eV: 0.44
SMILES: ClCCl.F
Kohn-Sham gap, Eh: 0.406

Bonds (Å) are listed after each position.
Element x y z (Å)
1 Cl -0.305 1.661 -0.317  C3 1.768
2 H 0.118 -0.626 0.000  C3 1.087
3 C 0.638 0.288 0.275  Cl1 1.768, H2 1.087, Cl6 1.768, H7 1.088
4 F -1.619 -0.511 -0.382  H5 0.935
5 H -1.825 -1.412 -0.524  F4 0.935
6 Cl 2.268 0.227 -0.408  C3 1.768
7 H 0.724 0.373 1.356  C3 1.088